No. 1
Computed, not measured: a 3-piece molecular cluster, C4H11N3O overall, with ωB97M-V/def2-TZVPD.

As for the LUMO energy (spin up / spin down): -0.131 / -0.136 eV. The value obtained for the HOMO energy (spin up / spin down) is -7.36 / -7.35 eV. The energy above the lowest of the compared OMol25 structures with the same formula, charge and spin is 174.4 kcal per mole. As for the largest force on an atom: 1.77 eV/A. The charge is 0. For the HOMO-LUMO gap (spin up / spin down), the calculation gives 7.225 / 7.217 eV.

```
19
C4H11N3O ωB97M-V/def2-TZVPD
O 0.940 -0.178 -1.897
N -0.061 0.370 -2.436
N -1.365 0.480 -0.228
N -0.198 -1.472 0.551
C -0.561 -2.183 -0.439
C 1.672 0.661 0.066
C -0.448 0.429 2.026
C -0.497 -0.106 0.623
H -0.262 -3.227 -0.444
H 0.242 1.226 -2.949
H -1.585 1.440 -0.002
H -0.492 1.519 2.047
H -1.298 0.036 2.590
H 2.453 0.733 -0.676
H 1.302 1.638 0.358
H -1.167 0.359 -1.273
H -1.123 -1.824 -1.301
H 1.987 0.001 0.863
H 0.462 0.098 2.522
```

***

No. 2
Computed, not measured: C4H11N3O as an isolated structure, with ωB97M-V/def2-TZVPD.

As for the LUMO energy: 0.900 eV. The value obtained for the HOMO energy is -7.50 eV. The energy above the lowest of the compared OMol25 structures with the same formula, charge and spin is 83.9 kcal per mole. As for the largest force on an atom: 6.62 eV/A. The charge is 0. For the HOMO-LUMO gap, the calculation gives 8.399 eV.

```
19
C4H11N3O ωB97M-V/def2-TZVPD
O -2.162 0.143 1.077
N -0.053 -1.156 -1.356
N 0.272 0.554 0.134
N 0.083 -1.681 0.892
C 2.362 -0.576 -0.220
C 0.420 -0.784 -0.107
C -1.873 2.313 0.107
C -1.461 0.906 0.450
H -1.129 3.012 0.496
H 2.834 0.390 -0.047
H 2.701 -1.276 0.544
H -0.693 -1.931 -1.467
H 0.164 -2.684 0.790
H 2.709 -0.930 -1.190
H -2.856 2.552 0.526
H -0.591 -1.410 1.599
H 0.743 0.968 0.926
H -1.913 2.415 -0.980
H 0.443 -0.826 -2.173
```

***

No. 3
Computed, not measured: a 2-piece molecular cluster, C4H11N3O2 overall, with ωB97M-V/def2-TZVPD.

As for the LUMO energy: 0.403 eV. The value obtained for the HOMO energy is -9.23 eV. The energy above the lowest of the compared OMol25 structures with the same formula, charge and spin is 65.5 kcal per mole. Its structure (SMILES) is [H]/N=C(\N)NC.CC(=O)O. As for the largest force on an atom: 7.67 eV/A. The charge is 0. For the HOMO-LUMO gap, the calculation gives 9.629 eV.

```
20
C4H11N3O2 ωB97M-V/def2-TZVPD
O -2.882 3.213 -0.573
O -2.166 1.224 -0.080
N 2.271 -1.747 -0.794
N 0.934 -1.966 1.117
N -0.173 -1.038 -0.769
C 0.035 -1.557 2.285
C 0.993 -1.552 -0.217
C -1.923 2.386 -0.734
C -0.611 2.649 -1.287
H 3.073 -1.799 -0.219
H -0.086 1.648 -1.227
H -0.158 -0.553 2.137
H -0.986 -2.010 2.020
H -0.329 -0.750 -1.687
H 2.391 -1.089 -1.575
H -0.638 3.285 -2.152
H 0.170 -2.129 3.227
H -1.482 0.572 -0.332
H 1.829 -2.270 1.395
H -0.263 3.483 -0.535
```

***

No. 4
Computed, not measured: a 2-piece molecular cluster, C4H11N3O2 overall, with ωB97M-V/def2-TZVPD.

As for the LUMO energy: 0.523 eV. The value obtained for the HOMO energy is -8.54 eV. The energy above the lowest of the compared OMol25 structures with the same formula, charge and spin is 29.3 kcal per mole. Its structure (SMILES) is [H]/N=C(\N)NC.CC(=O)O. As for the largest force on an atom: 0.97 eV/A. The charge is 0. For the HOMO-LUMO gap, the calculation gives 9.064 eV.

```
20
C4H11N3O2 ωB97M-V/def2-TZVPD
O 1.194 1.387 -2.815
O 1.432 -0.436 -1.516
N -0.734 -0.512 1.559
N -2.282 0.829 0.594
N -1.265 1.559 2.613
C 1.170 0.198 -2.714
C 0.861 -0.737 -3.843
C 0.324 -0.816 2.506
C -1.473 0.662 1.545
H -2.104 1.600 3.189
H 0.449 -0.165 -4.664
H -2.691 1.751 0.545
H 0.902 -1.652 2.138
H -0.554 -0.852 0.627
H -0.513 1.244 3.214
H 1.796 -1.158 -4.227
H 2.361 -0.272 -1.298
H 0.205 -1.576 -3.646
H 1.004 0.018 2.702
H -0.080 -1.073 3.492
```

***

No. 5
Computed, not measured: a 2-piece molecular cluster, C4H11N3O2 overall, with ωB97M-V/def2-TZVPD.

As for the LUMO energy: 0.692 eV. The value obtained for the HOMO energy is -9.11 eV. The energy above the lowest of the compared OMol25 structures with the same formula, charge and spin is 52.9 kcal per mole. Its structure (SMILES) is [H]/N=C(/N)NC.CC(=O)O. As for the largest force on an atom: 2.90 eV/A. The charge is 0. For the HOMO-LUMO gap, the calculation gives 9.798 eV.

```
20
C4H11N3O2 ωB97M-V/def2-TZVPD
O 0.413 -3.877 0.924
O 1.478 -2.296 2.217
N 1.122 0.437 -0.764
N -1.014 0.788 0.004
N -0.301 2.292 -1.534
C 0.048 1.167 -0.858
C -0.773 -2.520 2.446
C 0.186 2.641 -2.843
C 0.429 -2.933 1.665
H -0.621 -2.507 3.538
H 1.108 3.217 -2.887
H -0.992 -1.476 2.334
H 2.120 -1.751 1.738
H 1.965 0.875 -1.172
H 0.006 1.863 -3.626
H -0.747 0.624 0.967
H -0.451 3.462 -3.186
H -0.652 3.059 -0.980
H -1.686 0.133 -0.343
H -1.640 -3.199 2.360
```

***

No. 6
Computed, not measured: a 2-piece molecular cluster, C4H11N3O2 overall, with ωB97M-V/def2-TZVPD.

As for the LUMO energy: 0.570 eV. The value obtained for the HOMO energy is -8.44 eV. The energy above the lowest of the compared OMol25 structures with the same formula, charge and spin is 36.5 kcal per mole. Its structure (SMILES) is CN=C(N)N.CC(=O)O. As for the largest force on an atom: 2.52 eV/A. The charge is 0. For the HOMO-LUMO gap, the calculation gives 9.010 eV.

```
20
C4H11N3O2 ωB97M-V/def2-TZVPD
O -0.658 -2.712 0.399
O 0.771 -2.487 -1.293
N 1.634 1.253 1.553
N -0.414 1.877 0.450
N -0.174 -0.227 1.221
C 0.308 1.091 1.167
C 0.123 3.241 0.147
C -1.517 -2.290 -1.794
C -0.469 -2.583 -0.780
H -1.044 -2.113 -2.762
H 1.138 3.440 0.496
H -0.582 3.980 0.504
H 2.295 0.640 1.101
H 2.071 2.130 1.743
H 1.456 -2.639 -0.641
H -2.165 -1.420 -1.759
H 0.296 -0.923 1.771
H -2.147 -3.162 -1.949
H -1.171 -0.186 1.351
H 0.248 3.091 -0.927
```